A.
A cluster of 2 separate species, C4H13N in total. Source: OMol25; level of theory: ωB97M-V/def2-TZVPD.

Each line ends with the Mulliken charge.
Element x y z (Å)
C -4.062 -2.365 -2.389  -0.72
N -2.833 -1.860 -1.747  -0.43
C -1.642 -2.234 -2.546  -0.83
H -3.900 -2.535 -3.462  0.26
H -4.880 -1.678 -2.195  0.32
H -4.317 -3.324 -1.945  0.24
H -2.867 -0.849 -1.851  0.25
H -1.832 -1.996 -3.596  0.32
H -0.724 -1.871 -2.101  0.30
H -1.552 -3.331 -2.509  0.29
C 4.424 3.349 2.616  -0.82
C 3.875 2.871 3.981  -0.80
H 5.121 2.601 2.254  0.26
H 3.664 3.567 1.877  0.29
H 5.060 4.222 2.806  0.26
H 3.138 3.613 4.297  0.25
H 4.662 2.771 4.718  0.28
H 3.315 1.946 3.858  0.27

Its SMILES is CNC.CC.

B.
A cluster of 2 separate species, C4H13N in total. Source: OMol25; level of theory: ωB97M-V/def2-TZVPD.

Each line ends with the Mulliken charge.
Element x y z (Å)
C -2.515 -1.029 0.842  -0.86
N -1.395 -0.367 0.161  -0.31
C -1.613 1.057 -0.075  -0.91
H -2.732 -0.513 1.769  0.29
H -3.403 -1.076 0.201  0.29
H -2.233 -2.066 1.028  0.29
H -1.324 -0.773 -0.765  0.21
H -2.414 1.291 -0.795  0.33
H -0.704 1.482 -0.516  0.25
H -1.814 1.589 0.847  0.36
C 2.834 0.691 -0.577  -0.95
C 2.143 -0.569 -0.101  -0.41
H 2.519 0.994 -1.576  0.27
H 3.913 0.505 -0.613  0.35
H 2.703 1.540 0.096  0.27
H 2.374 -1.373 -0.796  0.26
H 2.594 -0.895 0.834  0.26
H 1.068 -0.488 0.034  0.02

Its SMILES is CNC.CC.

Most favorable structure: B. The second most favorable one is 19.6 kJ/mol above it.

A.
A cluster of 2 separate species, C4H13N in total. Source: OMol25; level of theory: ωB97M-V/def2-TZVPD.

Each line ends with the Mulliken charge.
Element x y z (Å)
C -0.766 -0.467 -0.966  -1.07
C 0.287 -1.510 -0.617  -0.06
C -0.212 -2.936 -0.900  -1.09
H -1.657 -0.818 -1.329  0.44
H -0.478 0.214 -1.798  0.25
H -0.926 0.066 0.023  0.15
H 0.837 -1.335 0.394  0.27
H 1.063 -1.282 -1.298  0.21
H -0.933 -2.852 -1.635  0.36
H 0.572 -3.578 -1.283  0.30
H -0.494 -3.596 0.003  0.24
C 0.507 2.147 1.850  -0.58
N 0.060 2.554 0.545  -0.53
H 0.597 1.009 1.965  0.21
H -0.302 2.716 2.508  0.22
H 1.473 2.591 2.310  0.25
H 0.412 3.571 0.347  0.24
H 0.526 2.013 -0.227  0.19

Its SMILES is CCC.CN.

B.
A cluster of 2 separate species, C4H13N in total. Source: OMol25; level of theory: ωB97M-V/def2-TZVPD.

Each line ends with the Mulliken charge.
Element x y z (Å)
C -2.483 -1.271 -0.160  -0.90
N -1.397 -0.313 -0.247  -0.28
C -1.596 0.914 0.524  -0.96
H -2.386 -1.864 0.746  0.28
H -3.494 -0.842 -0.179  0.29
H -2.378 -1.961 -0.961  0.34
H -1.322 -0.018 -1.212  0.20
H -2.442 1.490 0.109  0.38
H -0.698 1.511 0.513  0.28
H -1.923 0.723 1.549  0.33
C 2.899 0.788 -0.446  -0.83
C 2.091 -0.265 0.314  -0.75
H 2.732 0.753 -1.520  0.27
H 3.950 0.553 -0.283  0.29
H 2.716 1.802 -0.088  0.26
H 2.248 -1.165 -0.273  0.27
H 2.481 -0.513 1.298  0.29
H 1.002 -0.322 0.316  0.23

Its SMILES is CNC.CC.

Most favorable structure: B. The second most favorable one is 97.8 kJ/mol above it.

A.
An isolated molecule of C6H6N2O2. Source: OMol25; level of theory: ωB97M-V/def2-TZVPD.

Each line ends with the Mulliken charge.
Element x y z (Å)
N 3.439 0.749 0.082  -0.47
C 2.334 0.481 0.293  0.10
C 1.016 -0.008 0.627  0.23
C 0.758 -1.428 0.040  -0.61
C -0.476 -1.629 -0.455  -0.49
C -1.613 -0.760 -0.151  -0.27
N -1.390 0.498 -0.021  0.74
O -2.202 1.355 0.427  -0.82
C -0.072 1.036 -0.310  -0.47
O -0.053 2.343 -0.094  -0.54
H 0.650 0.008 1.668  0.38
H 1.539 -2.009 -0.295  0.43
H -0.585 -2.598 -0.811  0.45
H -2.509 -1.257 0.019  0.48
H 0.195 0.671 -1.353  0.39
H -1.032 2.546 0.335  0.48

Its SMILES is N#C[C@@H]1C=CC=[N+]([O-])[C@H]1O.

B.
An isolated molecule of C6H6N2O2. Source: OMol25; level of theory: ωB97M-V/def2-TZVPD.

Each line ends with the Mulliken charge.
Element x y z (Å)
C -0.038 -2.251 -0.177  -1.09
N -0.139 -0.834 -0.096  0.09
C -1.247 -0.045 -0.344  -0.84
C -0.930 1.257 -0.071  1.21
O -1.820 2.260 -0.221  -0.54
C 0.383 1.362 0.328  -0.34
C 1.296 2.401 0.371  0.09
N 2.133 3.200 0.434  -0.52
C 0.942 -0.166 0.236  0.43
O 2.011 -0.862 0.624  -0.51
H -0.660 -2.654 0.697  0.32
H -0.679 -2.468 -1.026  0.37
H 0.943 -2.545 -0.272  0.36
H -2.252 -0.380 -0.521  0.31
H -2.710 1.970 -0.479  0.31
H 2.768 -0.244 0.516  0.36

Its SMILES is Cn1cc(O)c(C#N)c1O.

Most favorable structure: B. The second most favorable one is 190.7 kJ/mol above it.

A.
The ion C4H6NOS with charge +1. Source: OMol25; level of theory: ωB97M-V/def2-TZVPD.

Each line ends with the Mulliken charge.
Element x y z (Å)
C -0.811 -0.538 -0.663  -0.03
C -1.182 -1.824 -0.732  -0.39
C 0.727 -1.528 0.751  -0.13
C 0.508 2.065 0.282  -0.77
N 0.189 -0.384 0.252  0.27
O 0.815 0.759 0.727  -0.26
S -0.213 -2.807 0.235  -0.03
H -1.031 0.411 -1.088  0.40
H -2.024 -2.084 -1.387  0.41
H 1.549 -1.442 1.344  0.48
H 0.880 2.803 0.995  0.30
H -0.438 2.357 -0.053  0.34
H 1.030 2.213 -0.662  0.41

As for the total charge: +1.

B.
The ion C4H6NOS with charge +1. Source: OMol25; level of theory: ωB97M-V/def2-TZVPD.

Each line ends with the Mulliken charge.
Element x y z (Å)
C 0.587 -1.082 -0.111  0.43
C -0.317 -0.384 0.906  -0.65
C -0.205 1.116 0.426  -0.48
C -0.176 1.228 -1.058  -0.61
N 0.523 -2.527 -0.146  0.19
O 1.347 -3.345 -0.059  -0.17
S 0.903 -0.281 -1.565  0.04
H -1.326 -0.590 0.960  0.39
H 0.096 -0.616 1.821  0.39
H -1.160 1.455 0.804  0.31
H 0.572 1.791 0.817  0.34
H -1.156 1.178 -1.414  0.36
H 0.311 2.056 -1.382  0.46

As for the total charge: +1.

Most favorable structure: A. The second most favorable one is 154.6 kJ/mol above it.

A.
An isolated molecule of C5H8N4O. Source: OMol25; level of theory: ωB97M-V/def2-TZVPD.

Each line ends with the Mulliken charge.
Element x y z (Å)
C 2.722 0.274 -0.087  -1.18
N 1.674 -0.819 -0.239  -0.54
C 0.385 -0.243 -0.015  0.54
C 0.225 1.067 0.035  -0.05
C -0.996 1.759 -0.116  -0.04
O -1.249 2.911 0.001  -0.55
N -2.248 0.886 -0.050  -0.49
C -1.865 -0.321 0.065  0.43
N -2.927 -1.306 -0.357  -0.60
N -0.682 -1.079 0.257  -0.20
H 2.589 0.669 0.888  0.52
H 3.631 -0.149 -0.374  0.33
H 2.677 1.092 -0.775  0.40
H 1.845 -1.327 0.719  0.34
H 1.150 1.693 -0.245  0.19
H -2.830 -2.193 0.120  0.27
H -3.680 -0.946 0.267  0.31
H -0.421 -1.968 -0.095  0.33

Its SMILES is CNc1cc(=O)nc(N)[nH]1.

B.
A cluster of 2 separate species, C5H8N4O in total. Source: OMol25; level of theory: ωB97M-V/def2-TZVPD.

Each line ends with the Mulliken charge.
Element x y z (Å)
N 2.204 1.149 -1.009  -0.52
C 1.512 0.437 -0.407  0.18
C 0.605 -0.618 0.132  0.69
N 0.824 -1.933 -0.419  -0.64
C -0.842 -0.202 -0.026  -0.12
N -1.346 1.005 0.100  -0.61
C -2.704 0.854 -0.060  -0.37
C -3.004 -0.459 -0.326  -0.30
N -1.806 -1.122 -0.245  -0.03
H 0.814 -0.664 1.214  0.24
H 1.056 -1.931 -1.406  0.23
H 1.488 -2.492 0.108  0.24
H -3.387 1.700 -0.025  0.39
H -3.921 -0.954 -0.630  0.38
H -1.627 -2.110 -0.381  0.25
O 3.713 2.463 1.327  -0.67
H 3.589 2.467 0.343  0.36
H 2.832 2.408 1.711  0.30

Its SMILES is N#C[C@H](N)c1ncc[nH]1.O.

Most favorable structure: B. The second most favorable one is 190.6 kJ/mol above it.

A.
A cluster of 2 separate species, CH3BrClN in total. Source: OMol25; level of theory: ωB97M-V/def2-TZVPD.

Each line ends with the Mulliken charge.
Element x y z (Å)
H -1.621 0.395 1.598  0.30
N -1.998 0.313 0.630  -0.42
C -1.315 -0.030 -0.332  -0.07
Br 0.480 -1.019 -0.305  -0.21
H -1.724 -0.086 -1.281  0.42
Cl 3.556 0.008 0.194  -0.23
H 2.622 0.418 -0.504  0.22

Its SMILES is [H]/N=C\Br.Cl.

B.
A cluster of 2 separate species, CH3BrClN in total. Source: OMol25; level of theory: ωB97M-V/def2-TZVPD.

Each line ends with the Mulliken charge.
Element x y z (Å)
C -0.414 -0.291 -0.347  -0.34
N -0.195 0.448 0.826  -0.42
Cl 1.081 -0.893 -1.190  -0.19
Br 0.469 2.111 0.540  0.03
H -1.012 0.261 -0.993  0.36
H -0.973 -1.222 -0.337  0.28
H 1.043 -0.415 1.502  0.28

C.
A structure of composition CH3BrClN. Source: OMol25; level of theory: ωB97M-V/def2-TZVPD.

Each line ends with the Mulliken charge.
Element x y z (Å)
C 0.191 1.316 -0.343  -0.49
N 0.292 -1.441 0.362  -0.25
Cl -0.416 -1.362 1.888  -0.03
Br -0.722 -1.989 -1.025  0.03
H -0.014 0.921 -1.369  0.23
H -0.579 1.406 0.452  0.25
H 1.248 1.148 0.035  0.26

Most favorable structure: A. The second most favorable one is 303.3 kJ/mol above it.

A.
The ion CH3N2O2S with charge -1. Source: OMol25; level of theory: ωB97M-V/def2-TZVPD.

Each line ends with the Mulliken charge.
Element x y z (Å)
C 0.662 0.245 0.072  0.15
N -0.293 -0.267 -0.855  -0.51
N -0.195 -0.824 0.542  -0.55
O 3.085 1.159 0.237  -0.65
O 2.708 -1.271 0.444  -0.64
S 2.505 -0.080 -0.380  0.42
H 0.331 1.371 0.466  0.24
H -1.195 0.051 -0.841  0.22
H 0.356 -1.633 0.319  0.30

As for the total charge: -1.

B.
A cluster of 2 separate species, CH3N2O2S in total. Source: OMol25; level of theory: ωB97M-V/def2-TZVPD.

Each line ends with the Mulliken charge.
Element x y z (Å)
C -0.200 -0.255 0.264  0.07
N 0.855 -0.325 1.177  -0.45
N 0.027 0.884 1.045  -0.52
O -1.066 -0.491 -2.301  -0.59
O 0.718 1.117 -1.695  -0.67
S 0.228 -0.292 -1.622  0.46
H -1.742 -1.411 0.616  0.14
H 0.646 -0.788 2.058  0.24
H 0.533 1.560 0.459  0.31

As for the total charge: -1.

Most favorable structure: A. The second most favorable one is 234.7 kJ/mol above it.